This record from OMol25 describes one molecule with the formula C5H9NO. The level of theory is ωB97M-V/def2-TZVPD.

Last column: Mulliken charge in e.
Geometry (Å):
C1 -0.6915 1.8534 1.8554  -0.24
N1 -0.5733 1.9768 0.5798  -0.49
C2 -0.2084 0.9111 -0.2142  1.14
C3 -0.1254 1.2550 -1.6834  -1.07
C4 0.0685 -0.3470 0.1750  -0.69
O1 0.4241 -1.3335 -0.7135  -0.38
C5 0.6725 -2.5861 -0.0826  -0.73
H1 -0.5245 0.9320 2.4344  0.17
H2 -0.9859 2.7369 2.4451  0.24
H3 -0.8335 0.6531 -2.2629  0.27
H4 0.8869 1.0847 -2.0651  0.27
H5 -0.3690 2.3084 -1.8614  0.33
H6 0.0344 -0.6793 1.2010  0.28
H7 0.9478 -3.3080 -0.8569  0.25
H8 1.5046 -2.5064 0.6252  0.32
H9 -0.2274 -2.9511 0.4240  0.32

ΔE to the lowest compared entry with this formula, charge and spin in kJ/mol: 266.6
HOMO energy in hartree: -0.2994
Total charge: 0
Energy in eV: -8866.4499
Structure (SMILES): C=N/C(C)=C/OC
Kohn-Sham gap in eV: 8.74

=====

This record from OMol25 describes C13H17IrN3O7 as an isolated structure. The level of theory is ωB97M-V/def2-TZVPD.

Last column: Mulliken charge in e.
Geometry (Å):
Ir1 0.0976 -0.1723 -0.5356  1.36
O1 1.9221 0.7601 3.4584  -0.45
C1 1.3097 0.7052 2.3030  0.74
O2 1.5605 -0.1170 1.4483  -0.56
C2 0.2911 1.8316 2.1375  -0.56
O3 -0.8026 1.4700 1.3238  -0.40
C3 -1.8515 0.8575 2.0088  -0.47
C4 -1.6170 -0.7568 2.1385  0.60
O4 -1.9850 -1.2316 3.1787  -0.64
O5 -1.0966 -1.2192 1.1183  -0.77
H1 2.5967 0.0673 3.5774  0.40
H2 0.8008 2.6612 1.6316  0.32
H3 -0.0326 2.1673 3.1290  0.35
H4 -2.7617 0.9597 1.4155  0.30
H5 -1.9848 1.2455 3.0192  0.29
N1 -2.8948 1.2960 -3.3839  -0.40
C5 -2.0900 0.6300 -2.5614  0.72
O6 -1.2066 1.2301 -1.9297  -0.70
C6 -2.2923 -0.8521 -2.3975  -0.63
C7 -1.0270 -1.5480 -1.9157  -0.88
H6 -2.8145 2.3008 -3.4437  0.26
H7 -3.6352 0.8420 -3.8917  0.21
H8 -2.6614 -1.2861 -3.3332  0.44
H9 -3.0748 -0.9773 -1.6437  0.33
H10 -0.3200 -1.7138 -2.7308  0.42
H11 -1.2623 -2.4741 -1.4007  0.42
N2 6.1939 -0.4127 -4.3191  -0.33
C8 4.9496 -0.0123 -4.6372  0.32
O7 4.5967 0.2375 -5.7680  -0.59
C9 3.9791 0.1078 -3.4908  0.98
C10 4.1342 -0.4548 -2.2254  -0.80
C11 3.1200 -0.3077 -1.2961  -0.31
N3 1.9928 0.3705 -1.5464  -0.41
C12 1.8571 0.9458 -2.7510  -0.33
C13 2.8075 0.8240 -3.7391  -0.63
H12 6.8588 -0.5053 -5.0701  0.25
H13 6.5107 -0.5062 -3.3719  0.16
H14 5.0140 -1.0155 -1.9529  0.31
H15 3.2144 -0.7343 -0.3070  0.49
H16 0.9501 1.5116 -2.9125  0.67
H17 2.6654 1.2631 -4.7145  0.48

HOMO energy (alpha / beta) in hartree: -0.4118 / -0.4120
Total charge: +1
Energy in eV: -35390.9005
Kohn-Sham gap (alpha / beta) in eV: 6.32 / 6.56

=====

This record from OMol25 describes CH6N3O3 as an isolated structure. The level of theory is ωB97M-V/def2-TZVPD.

Last column: Mulliken charge in e.
Geometry (Å):
C1 -0.0370 0.4562 0.2220  0.52
N1 -1.2769 0.0360 0.6136  -0.32
N2 1.2127 -0.8375 -0.2332  0.04
N3 0.2404 1.7112 0.2018  -0.01
O1 1.1754 -0.6103 -1.6060  -0.28
O2 0.4512 -1.9418 -0.0380  -0.48
O3 1.3754 2.2231 -0.2677  -0.38
H1 -1.5028 -0.9008 0.6508  0.21
H2 -1.9303 0.7313 0.9176  0.21
H3 -0.5469 2.4417 0.0899  0.30
H4 0.3908 -1.0380 -1.9988  0.35
H5 0.9632 -2.5240 0.7008  0.45
H6 2.0363 1.5422 -0.5399  0.40

ΔE to the lowest compared entry with this formula, charge and spin in kJ/mol: 133.3
HOMO energy in hartree: -0.5402
Total charge: +1
Energy in eV: -11733.8597
Kohn-Sham gap in eV: 10.53

=====

This record from OMol25 describes a 2-piece molecular cluster, C4H10N2O4 overall. The level of theory is ωB97M-V/def2-TZVPD.

Last column: Mulliken charge in e.
Geometry (Å):
C1 -0.7376 2.7346 1.5785  -1.13
C2 -0.5840 -1.3022 -2.2803  -1.15
C3 -0.0758 1.3629 1.6931  -0.14
C4 0.5763 -0.6283 -1.4912  0.20
N1 0.4358 -0.8246 -0.0625  -0.39
N2 0.7769 -1.9475 0.3546  0.84
O1 0.5595 -2.1596 1.6685  -0.45
O2 1.2224 -2.9246 -0.1896  -0.63
O3 -0.4023 0.4546 2.4238  -0.44
O4 0.4008 0.7563 -1.6487  -0.55
H1 -1.7134 2.5840 1.3018  0.32
H2 -0.1711 3.3135 0.9752  0.33
H3 -0.6497 3.0539 2.6135  0.37
H4 -0.7069 -1.0332 -3.3559  0.32
H5 -1.4607 -1.1105 -1.8397  0.37
H6 -0.3164 -2.4237 -2.2431  0.31
H7 0.8468 1.1355 1.1974  0.67
H8 1.5670 -0.6847 -1.9886  0.34
H9 0.4447 -1.2517 2.1044  0.45
H10 -0.0124 0.8953 -0.8110  0.37

Spin multiplicity: 3
HOMO energy (alpha / beta) in hartree: -0.2430 / -0.3712
Total charge: 0
Energy in eV: -15471.2350
Kohn-Sham gap (alpha / beta) in eV: 7.26 / 7.10
⟨S²⟩: 2.01